(1)
This record from the OMol25 dataset describes a cluster of 2 separate species, C4H12 in total at a distorted geometry. The level of theory is ωB97M-V/def2-TZVPD.

XYZ file:
```
16
Properties=species:S:1:pos:R:3:forces:R:3:mulliken_spin:R:1
H 1.832288 1.003943 -1.976157 0.5427 -0.8962 0.1870 -0.17
H -0.235610 -2.330275 2.553144 1.1374 0.3705 0.5220 -0.83
H -0.621371 -0.696587 3.381419 -1.0577 -1.3920 -0.4648 -0.34
H 0.955025 -0.735423 0.858020 -1.4314 0.9171 0.3336 -0.19
C -0.309029 0.349018 -2.128179 0.0593 -1.8730 2.5146 0.84
H 0.637610 0.426552 2.145726 1.1292 2.0494 1.4550 -0.21
H -0.722980 0.332076 -3.158219 0.1342 0.0674 0.8903 -0.28
H -1.066976 0.315887 -1.269629 0.3205 1.0246 -1.5578 -0.24
H 0.741858 1.928904 -2.756094 -0.0363 2.4685 -1.3520 -0.03
H 0.058886 -0.654762 -1.816105 0.1384 0.1636 -1.0255 -0.11
C 0.830414 1.372930 -1.892138 -0.8852 -1.5032 0.1723 0.22
H 0.765471 1.885495 -0.950543 -0.2885 0.5322 0.1680 -0.05
H -0.808558 0.087233 1.106388 1.3645 1.0305 -0.9224 -0.19
H -1.620616 -1.743313 1.946032 1.4834 2.0161 1.1190 -0.55
C -0.608125 -1.310346 2.435368 -0.4861 -0.3502 -0.6206 2.11
C 0.171713 -0.231332 1.520966 -2.1244 -4.6253 -1.4185 1.01
```
Forces are in eV/Å.

Values from the calculation:
Spin multiplicity   2
Max |F|   5.28 eV Å⁻¹
LUMO level (spin up / spin down)   0.151 / 0.149 Eh
Net charge   -1
Gap between HOMO and LUMO (spin up / spin down)   2.665 / 10.881 eV
Energy above the lowest of the compared OMol25 structures with the same formula, charge and spin   196.21 kJ/mol
<S²>   0.75
Electronic energy   -4339.00288 eV

(2)
This record from the OMol25 dataset describes a cluster of 18 separate species, C18H68N34O20 in total at a distorted geometry. The level of theory is ωB97M-V/def2-TZVPD.

XYZ file:
```
140
Properties=species:S:1:pos:R:3:forces:R:3:lowdin_charge:R:1
N 2.388523 3.018014 1.423870 2.3853 -3.1618 0.0050 0.19
O -4.113350 -3.236807 -2.934520 -1.1652 -1.9545 -0.5397 0.03
C -2.367405 3.760372 -0.880654 1.1261 -0.2629 -0.3743 -0.90
O -5.785298 0.497987 1.457531 -1.0113 -0.7787 0.6424 0.03
H -3.286693 -3.482075 -0.685972 0.9517 0.1677 0.2073 0.11
N -5.428645 -4.070137 2.668506 0.2714 -3.4147 2.9743 0.16
H 0.925043 -7.028508 3.962701 0.0698 0.5895 -0.1685 0.13
H -4.887604 0.833273 -0.928456 -0.0577 -0.6985 0.3586 0.12
O -6.707035 -2.170634 2.766952 -0.6027 -1.6822 0.4215 0.00
H 4.128468 4.765520 -2.540698 0.1405 0.2287 0.4566 0.14
C -3.619378 -2.397955 -2.214699 -1.4415 -1.7217 -2.6268 -0.84
O 4.752789 1.463084 2.454885 -1.4848 1.8197 -0.6326 0.03
H 1.884595 -0.136351 1.635073 -0.2166 1.7506 -0.4328 0.04
H 0.151393 -4.972528 3.904555 0.0281 0.1889 -0.3779 0.11
H 3.108736 -0.754623 -0.021221 0.5172 -0.2450 0.1361 0.08
H 3.433759 6.257406 -1.940063 0.2680 -0.5123 -0.3138 0.12
C 2.131494 4.225815 1.876196 -2.1545 -2.0383 -2.8929 -0.79
N -3.595083 0.653828 1.711736 5.2077 -0.0013 7.6001 0.19
H 1.516624 6.495518 -1.539591 -0.0251 -0.4778 -0.2755 0.12
N -1.339259 2.452733 3.297534 -6.5782 2.6490 -4.2139 0.18
H -2.688596 0.686554 1.267535 0.0172 0.3754 0.5901 0.07
H 2.592226 -7.112661 4.096357 0.1485 0.2354 -0.4367 0.13
H 0.635568 5.479778 1.205992 0.2125 -0.2537 0.4289 0.10
H 1.203958 -1.675244 1.291439 -0.0348 -0.1467 -0.0544 0.05
H 6.638159 2.485252 3.579216 -0.2268 -0.0969 -0.3194 0.11
H -4.896628 -4.753280 2.148537 -0.2939 0.3030 0.1238 0.10
H -2.468836 0.448213 -7.250421 -0.2768 -0.3061 0.3974 0.13
H 3.472903 -4.552277 -1.275079 0.2478 0.2753 0.1532 0.11
H -0.016233 3.780322 -4.841254 0.0936 -0.1064 0.3595 0.13
O -0.280200 1.431819 0.804426 0.7295 3.7162 1.8483 -0.07
H 5.052069 -0.899938 2.498438 -0.2023 0.2120 0.0594 0.08
N 1.841023 -2.094531 1.953585 -1.2691 -3.1731 -0.8314 0.20
N -1.953364 2.652717 -1.306173 0.9932 -6.5194 -4.3681 0.21
H -0.746647 -1.059617 4.810946 0.1042 0.5048 -0.3290 0.14
H 0.723098 -5.838844 -1.961399 -0.1346 0.2202 -0.3773 0.12
C -5.987483 -2.985736 2.158956 -4.0087 2.1789 8.4655 -0.82
O -0.797020 2.513565 5.472684 -1.2664 0.0534 1.5000 0.02
O 2.066831 3.549334 -2.273681 -1.7120 -7.6631 -1.5574 0.10
H 5.261942 -2.707166 1.604433 -0.1448 -0.7126 0.5963 0.10
N 0.780986 -4.857442 3.123226 -0.9518 1.5707 -0.2427 0.18
H -2.358582 -3.009253 1.886414 -0.0453 0.3677 0.1003 0.10
N 0.328960 1.515167 3.871024 5.7405 -4.1859 0.0546 0.14
N -3.375553 1.309632 -4.397220 0.4812 1.1959 3.0949 0.17
N 0.495643 -4.856943 -2.026521 0.3515 -3.6696 -3.3056 0.16
N -1.707704 -2.294748 2.179570 -0.6535 -1.1013 -5.4122 0.20
H -0.835908 4.006555 -3.333933 -0.1795 -0.0565 -0.3155 0.07
C -1.905339 4.116532 -5.087045 -0.8879 2.9622 -3.1362 -0.82
N -0.719263 -0.576337 -3.146724 -3.8574 -7.0162 -0.2872 0.19
O 0.710622 -0.388416 0.126116 2.1115 -1.1814 -0.6053 -0.11
C 4.759344 -3.610715 0.010475 0.7870 0.6319 -3.5796 -0.84
N -1.965929 3.801046 0.300386 1.6403 2.0997 9.3432 0.19
H -1.617225 -1.498355 1.565020 0.0918 -0.1472 -0.3343 0.07
C -1.631347 -2.099531 3.447901 -2.1488 -2.0174 2.5563 -0.83
N 0.978815 4.533170 1.284766 -4.2255 2.3898 -1.1415 0.14
H -0.995170 2.068516 2.429156 -0.8885 0.7276 -0.5656 0.06
H -3.838575 0.956691 2.643984 1.1668 -0.3618 0.3613 0.13
N 2.402822 -0.065027 2.499054 -0.6941 1.0107 -0.4811 0.18
H 0.380439 1.168022 2.923944 0.5861 0.4034 0.2007 0.05
H 7.736887 1.327628 3.105629 -0.1957 -0.3408 0.0525 0.11
N -3.064376 -2.579119 -1.080088 1.8369 -3.0587 5.0930 0.18
H 1.165648 1.409989 4.426882 -0.3274 -0.2478 -0.0800 0.13
N 0.124225 -2.953741 -1.214273 -0.6842 2.3984 1.5950 0.19
H 4.874253 -0.925871 -0.056785 -0.3696 -0.3615 -0.1580 0.09
H 0.802835 1.968335 -3.069872 0.3494 -0.2400 0.5954 0.10
H 1.654086 2.532791 0.928642 0.5400 -0.3864 0.0969 0.07
H -2.907374 -0.584517 -2.018180 -0.4151 0.1991 -0.2090 0.06
C -0.034871 0.313167 -3.720586 0.2095 1.9790 -3.6435 -0.82
H 0.485058 -4.272789 2.354659 0.0821 -0.1101 0.0702 0.06
C 4.117502 0.469287 -1.244616 -1.0270 -0.6344 0.1883 -0.81
N -3.568360 -1.169185 -2.509473 0.1391 6.8254 -2.5445 0.18
N 1.354276 5.544341 -1.837946 -7.6417 3.8451 1.6428 0.18
C 2.235453 4.670504 -2.081412 0.8099 2.5980 0.1572 -0.88
H 0.493850 -4.367828 -2.910186 0.1322 -0.5449 0.2359 0.12
N 0.375549 1.083431 -2.836473 3.2466 5.3329 4.9569 0.21
N -0.808123 -1.199558 3.812581 2.8783 3.5843 1.7169 0.21
H 3.279490 2.570650 1.585625 -0.1793 -0.0909 0.2222 0.07
H -2.122370 3.073343 3.444767 -0.1292 -0.3188 -0.7337 0.13
H 2.928229 -4.380561 0.333903 0.0440 -0.0981 -0.2866 0.06
N 2.939915 0.940475 -1.462739 -4.6680 2.6759 -1.3746 0.18
N 4.722175 -3.485984 1.254873 1.2027 1.3550 6.9196 0.18
H -0.511557 -0.483632 3.164831 0.2900 -0.2200 0.5760 0.08
H -2.526697 1.722445 -4.037892 -0.1939 -0.1043 -0.3820 0.07
H -3.332492 0.281161 -0.347663 -0.1416 0.5658 -0.6795 0.04
O -4.610638 0.338505 -5.909141 -0.7440 -0.2035 -0.5344 -0.01
H 6.641563 -0.873582 3.053806 -0.1294 0.3375 0.0566 0.13
O 5.079796 0.868301 -1.801460 4.3246 1.3973 -1.4823 0.05
N -2.945128 4.477919 -4.410899 -3.5939 0.2126 1.6556 0.17
C -0.306409 0.338397 0.232483 0.9359 -0.7569 0.6949 -1.00
C 5.786727 0.905070 2.748826 -2.2546 2.6008 0.2939 -0.77
H 4.019084 -4.016717 1.748934 0.2545 0.6074 1.0756 0.05
N 4.013809 -0.532983 -0.410870 1.3371 -2.9068 2.6220 0.20
O 3.357762 -1.835536 3.609512 -0.4773 0.3055 -0.6369 -0.02
N -4.274071 0.595940 -0.162066 0.2072 -0.9166 -7.1427 0.16
O 2.739297 4.958953 2.544291 3.3067 3.1605 3.2443 0.08
C -3.484690 0.685861 -5.555122 -3.9375 -0.1984 -0.2028 -0.78
H -2.448773 -1.892070 -0.668875 -0.0768 -0.2277 0.4695 0.07
H -1.225542 3.148151 0.514064 -0.2520 0.2626 1.0777 0.06
H 0.401207 5.294409 -2.059956 -0.0093 0.2465 0.5713 0.11
O -2.786286 4.655753 -1.477698 -3.8517 6.3231 -4.8360 0.09
C -0.717303 2.106941 4.326423 2.9527 1.5422 3.9318 -0.83
N -2.423624 0.482406 -6.242019 3.8163 -0.5405 -2.4127 0.20
H 3.249860 0.473368 2.386086 0.3225 0.3875 0.4587 0.05
O 0.058304 0.591243 -4.902951 0.0256 -0.5559 -2.5536 0.02
H 0.477546 3.853899 0.730319 0.3764 0.4306 0.1028 0.05
C 2.560957 -1.368163 2.765219 2.6463 -0.4522 2.2019 -0.70
H -1.120064 -1.223400 -3.810627 -0.3909 -0.4604 0.6253 0.14
N 5.878174 -0.341918 2.660520 1.1670 -7.2202 -0.9429 0.21
H 2.804569 1.784030 -2.001439 0.2209 -0.2712 0.1233 0.07
H -5.658598 -4.303348 3.623925 0.1707 0.0757 -0.2759 0.11
H -2.797813 4.579185 -3.416844 -1.0961 0.4216 0.3560 0.06
H -4.005485 -0.745203 -3.315239 0.2704 -0.5107 -0.1351 0.10
N 3.628240 -4.156623 -0.358868 -3.2889 -2.4117 -3.0844 0.19
H -4.782388 -3.347577 0.804142 -0.2362 0.8155 -1.0164 0.09
O 5.655735 -3.160440 -0.672149 1.2114 0.2058 -1.7860 0.01
H -5.857461 -1.965876 0.496733 0.2704 0.0126 0.2314 0.14
H -1.747694 2.477255 -2.279312 -0.1842 -0.4282 0.4706 0.09
H -1.710811 2.054732 -0.529205 0.4144 -1.3390 -1.2974 0.07
O -1.864555 4.254117 -6.301802 0.3511 -1.2754 -1.3537 0.01
H -4.246419 1.560373 -3.951335 0.2961 -0.0073 -0.1162 0.12
N -0.853918 4.045187 -4.343028 5.1956 -1.7684 1.8719 0.19
H -1.523019 0.698705 -5.839252 0.4301 0.0556 -0.0781 0.05
H 0.269996 -2.258780 -0.496017 -0.2774 0.6697 -0.2884 0.07
O -2.264497 -2.764218 4.251449 -0.5897 -1.4568 1.1317 0.01
C 1.957284 -5.521647 3.156182 0.3797 5.6036 -4.3898 -0.74
N 3.331190 5.289227 -2.208752 7.8585 1.9413 -0.8392 0.19
O 0.567661 -4.752275 0.162045 -0.0745 -0.0269 2.1064 0.03
H -0.211883 -2.701984 -2.132830 0.2866 0.0539 0.5228 0.09
H 0.234468 0.701095 -1.912348 0.7915 1.3846 0.2999 0.09
O 3.028820 -5.252666 2.611126 0.0176 1.0477 -0.3244 0.02
N -5.516245 -2.712868 1.084680 4.2065 1.6790 -10.7109 0.20
H 1.850935 -3.093186 2.104232 0.0240 0.3671 -0.0845 0.06
H -0.695575 -0.744292 -2.151064 -0.3668 -0.0446 -0.0601 0.07
H -2.131591 4.597765 0.898620 0.0495 -0.2177 -0.1336 0.14
N 6.777400 1.508282 3.364159 3.5023 2.8114 1.5995 0.17
O -1.387535 -0.063735 -0.199462 -4.1113 -2.0508 -2.1116 -0.09
C 0.358564 -4.216408 -0.902621 0.6326 0.8529 -0.4550 -0.76
H 2.124785 0.524368 -1.035526 0.1499 0.1999 0.0543 0.06
N 1.806723 -6.594590 3.729365 -0.3605 -9.4883 5.8447 0.17
H -3.673398 4.919601 -4.953694 -0.0213 -0.2123 0.5654 0.13
C -4.633726 0.425531 1.063326 -5.4955 2.1701 -1.5087 -0.83
```
Forces are in eV/Å.

Values from the calculation:
Spin multiplicity   1
Max |F|   11.63 eV Å⁻¹
LUMO level   0.130 Eh
Net charge   -2
Gap between HOMO and LUMO   8.478 eV
Energy above the lowest of the compared OMol25 structures with the same formula, charge and spin   542.57 kJ/mol
Electronic energy   -111392.98451 eV

(3)
This record from the OMol25 dataset describes a cluster of 5 separate species, C27H21F6NO5 in total at a distorted geometry. The level of theory is ωB97M-V/def2-TZVPD.

XYZ file:
```
60
Properties=species:S:1:pos:R:3:forces:R:3:lowdin_charge:R:1
C 2.202277 1.626731 -5.648796 -0.0296 -0.0549 -0.0340 -0.10
O 4.846380 -0.193255 3.749678 0.0179 -0.9714 -0.1173 0.06
C 0.939100 1.704868 1.126231 0.2298 0.1053 -0.1590 -0.07
H -8.743594 -4.282908 -2.898254 0.0020 -0.0025 0.0037 0.10
C 2.287076 1.445124 -4.274766 0.0312 0.0931 -0.1485 -0.08
C -6.699402 -1.585612 -2.888142 0.0266 0.2076 -0.1031 -0.02
H -5.127793 0.108281 0.296812 -0.0843 0.1079 -0.0320 0.09
H 1.952652 0.518533 -3.827772 0.0151 0.0020 0.0328 0.11
F -4.893168 -1.124217 -1.453339 -0.0587 -0.2161 -0.3174 0.04
H -5.525341 -1.958555 1.588906 -0.0475 0.0010 0.0145 0.09
H 3.838742 -2.108825 4.328445 -0.3757 -0.2866 -0.4788 0.13
C 1.327852 0.373348 1.128715 -0.1409 -0.2038 0.1027 -0.01
H 4.418323 0.695741 -0.215594 -0.0181 -0.0297 -0.0067 0.12
N 6.215786 -0.180092 4.176385 -0.0799 0.5684 0.1965 0.11
C -3.435134 0.696432 1.455535 0.0651 0.1840 -0.1007 -0.01
F 6.584767 -1.374530 6.116254 -0.3327 0.8271 0.5687 0.21
H -6.520833 -0.649481 -3.400469 0.0344 -0.0072 0.0125 0.12
C -4.703197 -1.306345 1.848034 -0.0069 -0.0034 0.0064 -0.09
C -7.939855 -3.625151 -2.595700 -0.0587 -0.0418 -0.0275 -0.10
H 1.489093 3.716474 0.625984 0.0068 0.0005 -0.0041 0.10
F 2.959162 -1.255193 0.650264 0.0269 -0.0473 0.0228 0.05
H 2.882531 2.326134 -2.399743 -0.0360 0.0132 -0.0363 0.09
H -3.251090 1.610985 0.906904 0.0218 -0.0027 0.0156 0.12
C 6.554891 -1.420766 4.817281 0.5123 -1.8962 -1.0178 -0.47
C 3.971503 -0.317132 4.820252 -0.8848 0.2923 1.0598 -0.58
H 3.463644 4.772154 -5.843859 0.0181 -0.0008 0.0291 0.12
C 3.134246 3.833012 -5.419391 0.0742 0.1984 -0.0954 -0.02
H -7.289094 -4.899038 -0.997517 0.0267 -0.0078 0.0091 0.11
O 3.802924 0.489981 5.666702 0.3056 0.2942 -0.2337 0.21
H -5.433142 -3.391244 -0.321250 0.0445 0.0156 -0.0030 0.11
O 3.272235 -1.459959 4.764930 0.6666 0.0800 -0.1661 0.17
C -7.122105 -3.972306 -1.529513 -0.0333 0.1030 -0.1059 -0.08
C -3.869980 -1.629972 2.909979 -0.0394 0.0742 -0.1417 -0.08
H -0.030084 1.980049 1.508486 -0.0258 -0.0116 0.0120 0.09
F 6.501950 -0.634226 1.920711 -0.7260 -0.4294 -0.2933 0.19
H -8.359959 -2.164455 -4.109408 0.0023 0.0284 -0.0028 0.11
C 2.576344 0.038178 0.643230 -0.0883 0.3181 0.0114 -0.29
C -2.811387 -0.797729 3.244347 0.1672 -0.0571 0.1989 -0.02
C 6.981833 -0.032572 2.973203 1.1459 1.1219 -0.0348 -0.49
C -5.894869 -1.949582 -1.826846 -0.1807 -0.1511 -0.1366 -0.28
H 0.670798 -0.401298 1.503252 0.0161 -0.0033 0.0043 0.12
H -2.145120 -1.035625 4.063183 0.0007 0.0390 0.0005 0.12
C 2.627767 2.818783 -6.219371 -0.0238 -0.0803 0.1322 -0.09
O 6.804244 -2.440762 4.250730 -0.1588 0.7720 0.0941 0.22
C 3.046291 2.323053 0.143048 -0.1066 -0.0266 0.1435 -0.11
H -4.043784 -2.532396 3.480668 0.0242 -0.0029 0.0128 0.10
C 3.444746 0.993402 0.152646 0.2413 -0.0835 -0.0823 -0.03
H 2.565751 2.959950 -7.289932 -0.0026 0.0267 -0.0035 0.10
H 3.712790 3.081830 -0.246208 0.0325 -0.0094 0.0219 0.11
F -1.587642 1.170026 2.837025 -0.0686 -0.0219 0.0805 0.04
F 3.711251 4.611015 -3.274634 0.0128 0.0210 0.0260 0.05
C 3.215051 3.630643 -4.056225 -0.1136 -0.2138 -0.1863 -0.28
C -4.484352 -0.145429 1.117629 0.1405 0.0205 0.4941 -0.08
C 2.801388 2.451364 -3.470739 0.0231 -0.0281 0.2294 -0.01
O 7.967968 0.615949 2.920600 -0.1435 -0.3489 0.3543 0.23
H 1.804281 0.838774 -6.274270 0.0017 0.0044 -0.0043 0.10
C -2.614082 0.354218 2.511774 -0.2423 -0.1885 -0.0962 -0.28
C 1.796288 2.679150 0.630989 -0.0034 0.0355 -0.0117 -0.08
C -6.087285 -3.133087 -1.142203 0.1352 -0.0370 0.1680 -0.02
C -7.726054 -2.433902 -3.275689 0.0414 -0.0891 0.1225 -0.08
```
Forces are in eV/Å.

Values from the calculation:
Spin multiplicity   1
Max |F|   2.21 eV Å⁻¹
LUMO level   -0.026 Eh
SMILES   O=C(O)ON(C(=O)F)C(=O)F.Fc1ccccc1.Fc1ccccc1.Fc1ccccc1.Fc1ccccc1
Gap between HOMO and LUMO   8.569 eV
Energy above the lowest of the compared OMol25 structures with the same formula, charge and spin   36.19 kJ/mol
Electronic energy   -56369.57099 eV